{
  "formula": "C2H5NO4",
  "method": "ωB97M-V with the def2-TZVPD basis set",
  "homo_lumo_gap_ev": 11.48,
  "de_lowest_kcal_mol": 28.8,
  "multiplicity": 1,
  "e_lumo_ev": 0.478,
  "mol_weight_g_mol": 107.06,
  "homo_ev": -11.01,
  "smiles": "O=CNC(=O)O.O",
  "total_charge": 0,
  "fmax_ev_per_a": 2.85,
  "energy_ha": -434.948243,
  "symbols": ["O", "C", "N", "C", "O", "O", "H", "H", "H", "O", "H", "H"],
  "coordinates": [[-0.606, -0.747, 1.481], [0.345, 0.015, 1.516], [1.413, 0.155, 0.690], [1.438, -0.420, -0.660], [2.303, -0.080, -1.399], [0.655, -1.491, -0.783], [0.208, 0.788, 2.302], [1.900, 1.028, 0.819], [0.185, -1.651, 0.070], [-4.100, 2.065, -0.562], [-3.962, 2.366, -1.454], [-4.417, 1.166, -0.658]],
  "nbo_charge": [-0.595, 0.524, -0.679, 0.901, -0.558, -0.665, 0.135, 0.423, 0.512, -0.935, 0.466, 0.469]
}

***

{
  "formula": "C2H5NO4S",
  "method": "ωB97M-V with the def2-TZVPD basis set",
  "homo_lumo_gap_ev": 10.32,
  "de_lowest_kcal_mol": 55.5,
  "multiplicity": 1,
  "e_lumo_ev": 0.455,
  "mol_weight_g_mol": 139.13,
  "homo_ev": -9.87,
  "total_charge": 0,
  "fmax_ev_per_a": 7.75,
  "energy_ha": -833.008927,
  "symbols": ["C", "C", "N", "O", "O", "O", "O", "S", "H", "H", "H", "H", "H"],
  "coordinates": [[-0.666, 1.175, 1.053], [1.286, 0.171, -0.674], [0.399, 0.079, -1.603], [-3.515, -1.136, 0.226], [-2.748, 0.708, -1.147], [-1.465, 0.093, 1.055], [0.787, 0.746, 0.542], [-2.252, -0.477, -0.493], [-0.299, 1.288, 2.090], [-1.017, 1.978, 0.276], [2.319, 0.127, -0.765], [0.901, -0.208, -2.434], [-3.586, -1.554, 1.148]],
  "nbo_charge": [0.220, 0.413, -0.713, -0.944, -0.878, -0.728, -0.638, 1.790, 0.220, 0.207, 0.169, 0.338, 0.541]
}

***

{
  "formula": "C2H5NOP2",
  "method": "ωB97M-V with the def2-TZVPD basis set",
  "homo_lumo_gap_ev": 10.25,
  "de_lowest_kcal_mol": 39.1,
  "multiplicity": 1,
  "e_lumo_ev": 0.282,
  "mol_weight_g_mol": 121.02,
  "homo_ev": -9.97,
  "smiles": "N#CC(O)(P)P",
  "total_charge": 0,
  "fmax_ev_per_a": 3.24,
  "energy_ha": -891.810565,
  "symbols": ["N", "C", "C", "O", "P", "P", "H", "H", "H", "H", "H"],
  "coordinates": [[2.256, 1.009, -0.364], [1.341, 0.404, -0.029], [-0.074, -0.046, 0.410], [-0.432, 0.141, 1.751], [-0.158, -1.798, -0.408], [-1.468, 0.831, -0.478], [-0.304, -0.612, 2.298], [-0.107, -1.221, -1.703], [1.133, -1.946, -0.375], [-1.580, 1.887, 0.438], [-0.607, 1.350, -1.540]],
  "nbo_charge": [-0.314, 0.210, -0.289, -0.702, 0.334, 0.324, 0.485, -0.005, -0.045, 0.002, -0.001]
}

***

{
  "formula": "C2H5NOS",
  "method": "ωB97M-V with the def2-TZVPD basis set",
  "homo_lumo_gap_ev": [6.91, 8.51],
  "de_lowest_kcal_mol": 103.3,
  "multiplicity": 1,
  "e_lumo_ev": [-0.172, 0.436],
  "mol_weight_g_mol": 91.13,
  "homo_ev": [-7.08, -8.07],
  "total_charge": 0,
  "fmax_ev_per_a": 3.91,
  "energy_ha": -607.242181,
  "symbols": ["C", "C", "N", "O", "S", "H", "H", "H", "H", "H"],
  "coordinates": [[-0.447, -0.800, 0.889], [-1.358, 0.076, 0.156], [1.858, 0.032, -0.053], [-0.343, -1.872, 1.440], [1.563, 0.766, -1.476], [-1.667, 0.922, 0.814], [-0.819, 0.401, -0.658], [-2.271, -0.467, -0.040], [2.061, -1.023, -0.281], [1.421, 1.964, -0.791]],
  "nbo_charge": [0.646, -0.772, -0.857, -0.488, 0.267, 0.265, 0.255, 0.236, 0.345, 0.104]
}

***

{
  "formula": "C2H5NOS",
  "method": "ωB97M-V with the def2-TZVPD basis set",
  "homo_lumo_gap_ev": 8.37,
  "de_lowest_kcal_mol": 118.3,
  "multiplicity": 1,
  "e_lumo_ev": -0.364,
  "mol_weight_g_mol": 91.13,
  "homo_ev": -8.73,
  "total_charge": 0,
  "fmax_ev_per_a": 11.38,
  "energy_ha": -607.218235,
  "symbols": ["C", "C", "H", "H", "H", "H", "H", "N", "O", "S"],
  "coordinates": [[1.615, -0.180, -0.404], [-0.695, 0.354, 0.131], [2.239, -1.107, -0.245], [1.410, 0.139, -1.340], [2.205, 0.570, 0.203], [-2.008, -1.283, 0.722], [-2.744, 0.181, 0.302], [-1.568, 0.005, 1.083], [0.345, -0.468, 0.089], [-0.800, 1.789, -0.540]],
  "nbo_charge": [-0.244, 0.281, 0.201, 0.197, 0.190, 0.337, 0.381, -0.725, -0.500, -0.119]
}

***

{
  "formula": "C2H5NOS",
  "method": "ωB97M-V with the def2-TZVPD basis set",
  "homo_lumo_gap_ev": [7.85, 7.94],
  "de_lowest_kcal_mol": 201.7,
  "multiplicity": 1,
  "e_lumo_ev": [-1.248, -1.140],
  "mol_weight_g_mol": 91.13,
  "homo_ev": [-9.10, -9.08],
  "total_charge": 0,
  "fmax_ev_per_a": 3.07,
  "energy_ha": -607.085420,
  "symbols": ["C", "C", "N", "O", "S", "H", "H", "H", "H", "H"],
  "coordinates": [[1.269, -1.166, 0.153], [0.746, 0.030, 0.423], [-1.113, 1.843, 0.257], [-2.168, -1.405, 0.003], [-0.861, 0.408, -0.229], [2.198, -1.569, 0.592], [0.718, -2.001, -0.312], [1.173, 0.840, 0.889], [-1.759, 2.572, -0.191], [-0.204, 0.448, -1.585]],
  "nbo_charge": [-0.332, -0.402, -1.131, -0.513, 1.212, 0.223, 0.232, 0.241, 0.419, 0.051]
}

***

{
  "formula": "C2H5NOS",
  "method": "ωB97M-V with the def2-TZVPD basis set",
  "homo_lumo_gap_ev": 9.34,
  "de_lowest_kcal_mol": 98.1,
  "multiplicity": 1,
  "e_lumo_ev": 0.751,
  "mol_weight_g_mol": 91.13,
  "homo_ev": -8.59,
  "smiles": "CS/C=N\\O",
  "total_charge": 0,
  "fmax_ev_per_a": 6.18,
  "energy_ha": -607.250532,
  "symbols": ["C", "S", "C", "N", "O", "H", "H", "H", "H", "H"],
  "coordinates": [[-1.945, 0.118, 0.152], [-0.372, -1.056, -0.100], [0.704, 0.285, -0.125], [2.000, 0.454, -0.015], [2.402, -0.809, 0.204], [-1.877, 0.266, 1.352], [-1.582, 1.018, -0.521], [-2.861, -0.599, -0.266], [0.217, 1.142, -0.385], [3.313, -0.820, -0.297]],
  "nbo_charge": [-0.716, 0.217, -0.163, -0.135, -0.577, 0.249, 0.233, 0.251, 0.168, 0.474]
}

***

{
  "formula": "C2H5NOS2",
  "method": "ωB97M-V with the def2-TZVPD basis set",
  "homo_lumo_gap_ev": 8.52,
  "de_lowest_kcal_mol": 78.4,
  "multiplicity": 1,
  "e_lumo_ev": -0.593,
  "mol_weight_g_mol": 123.20,
  "homo_ev": -9.11,
  "smiles": "CSC(=S)NO",
  "total_charge": 0,
  "fmax_ev_per_a": 4.73,
  "energy_ha": -1005.448934,
  "symbols": ["C", "S", "C", "S", "N", "O", "H", "H", "H", "H", "H"],
  "coordinates": [[-1.660, -0.708, -0.274], [0.023, -1.484, 0.301], [1.254, -0.310, -0.109], [2.853, -0.807, 0.051], [0.934, 1.069, -0.587], [0.134, 1.533, 0.629], [-2.132, 0.032, 0.361], [-2.301, -1.573, -0.297], [-1.584, -0.268, -1.169], [1.850, 1.547, -0.387], [0.629, 0.968, 1.482]],
  "nbo_charge": [-0.666, 0.323, -0.202, -0.044, -0.326, -0.582, 0.232, 0.219, 0.216, 0.371, 0.459]
}

***

{
  "formula": "C2H5NP2",
  "method": "ωB97M-V with the def2-TZVPD basis set",
  "homo_lumo_gap_ev": [5.64, 7.55],
  "de_lowest_kcal_mol": 68.5,
  "multiplicity": 3,
  "s_squared": 2.34,
  "e_lumo_ev": [-1.918, -1.532],
  "mol_weight_g_mol": 105.02,
  "homo_ev": [-7.56, -9.08],
  "total_charge": 0,
  "fmax_ev_per_a": 2.65,
  "energy_ha": -816.404725,
  "symbols": ["C", "C", "N", "P", "P", "H", "H", "H", "H", "H"],
  "coordinates": [[-2.026, -1.623, -1.919], [1.536, 1.337, 1.825], [0.345, 0.163, -1.480], [-0.480, -1.092, -1.499], [0.893, -0.292, 1.284], [-2.296, -2.464, -2.555], [-2.993, -1.157, -1.646], [2.471, 1.576, 1.327], [0.831, 2.307, 1.774], [1.718, 1.244, 2.890]],
  "nbo_charge": [-0.968, -1.052, -0.855, 1.259, 0.374, 0.258, 0.258, 0.242, 0.246, 0.237]
}

***

{
  "formula": "C2H5NS",
  "method": "ωB97M-V with the def2-TZVPD basis set",
  "homo_lumo_gap_ev": [7.49, 9.21],
  "de_lowest_kcal_mol": 132.1,
  "multiplicity": 1,
  "e_lumo_ev": [-0.338, -0.069],
  "mol_weight_g_mol": 75.14,
  "homo_ev": [-7.83, -9.28],
  "total_charge": 0,
  "fmax_ev_per_a": 2.09,
  "energy_ha": -531.932018,
  "symbols": ["C", "C", "N", "S", "H", "H", "H", "H", "H"],
  "coordinates": [[0.653, 0.387, -0.348], [-0.255, -0.970, -0.381], [-0.489, 1.221, -0.051], [-1.664, 0.092, -0.215], [1.185, 0.459, 0.576], [1.326, 0.782, -1.143], [-0.429, -1.746, -1.113], [-0.219, -1.374, 0.625], [-0.107, 1.150, 2.051]],
  "nbo_charge": [-0.267, -0.575, -0.576, 0.539, 0.216, 0.219, 0.231, 0.220, -0.008]
}

***

{
  "formula": "C2H5NS",
  "method": "ωB97M-V with the def2-TZVPD basis set",
  "homo_lumo_gap_ev": 8.20,
  "de_lowest_kcal_mol": 84.2,
  "multiplicity": 1,
  "e_lumo_ev": 0.200,
  "mol_weight_g_mol": 75.14,
  "homo_ev": -8.00,
  "smiles": "[S-][NH+]1CC1",
  "total_charge": 0,
  "fmax_ev_per_a": 3.66,
  "energy_ha": -532.008316,
  "symbols": ["S", "N", "C", "C", "H", "H", "H", "H", "H"],
  "coordinates": [[2.168, 0.210, 1.501], [0.314, -0.161, 0.605], [0.051, -0.393, -0.775], [-0.796, 0.576, -0.035], [0.124, -0.951, 1.212], [-0.156, -1.483, -1.081], [0.665, 0.080, -1.604], [-0.474, 1.521, -0.239], [-1.897, 0.600, 0.417]],
  "nbo_charge": [-0.370, -0.486, -0.241, -0.235, 0.430, 0.223, 0.232, 0.213, 0.233]
}

***

{
  "formula": "C2H5NS2",
  "method": "ωB97M-V with the def2-TZVPD basis set",
  "homo_lumo_gap_ev": 9.32,
  "de_lowest_kcal_mol": 34.3,
  "multiplicity": 1,
  "e_lumo_ev": 0.762,
  "mol_weight_g_mol": 107.20,
  "homo_ev": -8.56,
  "smiles": "CN(S)C=S",
  "total_charge": 0,
  "fmax_ev_per_a": 3.92,
  "energy_ha": -930.284853,
  "symbols": ["C", "N", "S", "C", "S", "H", "H", "H", "H", "H"],
  "coordinates": [[1.243, -0.597, -0.063], [0.057, 0.191, -0.080], [0.222, 1.871, -0.052], [-1.204, -0.234, -0.063], [-2.680, 0.501, -0.063], [0.982, -1.575, -0.120], [1.722, -0.476, 0.906], [1.942, -0.298, -0.842], [-1.136, 1.977, 0.216], [-1.149, -1.361, 0.161]],
  "nbo_charge": [-0.397, -0.506, 0.123, -0.080, -0.123, 0.212, 0.209, 0.217, 0.154, 0.192]
}